The following is a quantum chemistry calculation of a molecular structure, C28H27B4IO22 in a non-equilibrium geometry, from OMol25.

Properties
F_max = 0.043 hartree/bohr
calculated total energy = -85333.0532 eV
LUMO level = -1.7 eV
HOMO energy = -9.471 eV
gap between HOMO and LUMO = 7.7522 eV

Structure (XYZ):
```
82
C28H27B4IO22 wB97M-V/def2-TZVPD
C 6.116 0.865 2.226
O 5.094 1.312 3.122
B 4.178 0.268 3.404
O 4.040 -0.115 4.744
B 3.307 -0.392 2.136
O 3.195 0.274 0.883
B 2.576 -0.586 -0.080
O 3.262 -0.792 -1.270
O 1.342 -1.212 0.201
B 1.326 -1.293 1.618
C 0.059 -0.988 2.528
C 0.000 0.512 2.964
C -0.189 1.491 1.775
I 0.586 3.459 2.331
O 2.587 -1.620 2.210
H 6.285 -0.227 2.269
H 7.034 1.391 2.517
H 5.861 1.091 1.175
H 3.981 0.675 5.279
H 3.919 -0.099 -1.296
H 0.189 -1.578 3.454
H -0.879 -1.303 2.048
H -0.900 0.605 3.597
H 0.841 0.786 3.622
H -1.266 1.568 1.576
H 0.286 1.174 0.840
C -6.835 2.397 0.231
C -5.591 2.021 -0.081
C -4.407 2.547 0.660
O -3.295 2.155 0.349
C -4.636 3.515 1.729
C -5.879 3.893 2.038
C -7.067 3.348 1.317
O -8.178 3.711 1.649
O -6.126 4.780 3.012
O -5.340 1.154 -1.072
H -7.701 2.021 -0.296
H -3.768 3.901 2.247
H -7.093 4.877 3.033
H -4.367 1.052 -1.094
C -3.508 -0.845 -4.527
C -3.508 -1.877 -5.374
C -3.127 -3.252 -4.936
O -3.162 -4.160 -5.741
C -2.722 -3.441 -3.543
C -2.718 -2.409 -2.698
C -3.126 -1.040 -3.131
O -3.123 -0.137 -2.316
O -2.349 -2.546 -1.415
O -3.851 -1.733 -6.662
H -3.784 0.155 -4.833
H -2.431 -4.437 -3.241
H -2.432 -1.660 -1.025
H -3.771 -2.621 -7.051
C 4.067 -4.644 2.882
C 3.652 -5.912 2.880
C 4.463 -7.001 2.262
O 4.051 -8.143 2.303
C 5.730 -6.637 1.626
C 6.143 -5.368 1.625
C 5.343 -4.283 2.267
O 5.773 -3.144 2.255
O 7.298 -5.000 1.049
O 2.484 -6.276 3.434
H 3.489 -3.845 3.328
H 6.302 -7.431 1.166
H 7.361 -4.040 1.189
H 2.423 -7.237 3.300
C -1.002 5.721 -2.549
C -1.332 4.612 -1.880
C -0.874 3.262 -2.330
O -1.178 2.283 -1.680
C -0.070 3.181 -3.550
C 0.255 4.289 -4.218
C -0.179 5.639 -3.754
O 0.159 6.619 -4.390
O 0.989 4.250 -5.341
O -2.088 4.661 -0.772
H -1.324 6.703 -2.233
H 0.243 2.198 -3.875
H 1.081 5.177 -5.621
H -2.190 3.735 -0.476
```

---

The following is a quantum chemistry calculation of 5 unconnected molecules or ions with the total composition C28H27BN5O12S in a non-equilibrium geometry, from OMol25.

Properties
F_max = 0.114 hartree/bohr
net charge = +1
calculated total energy = -72985.2932 eV
LUMO level = -5.5 eV
HOMO energy = -10.809 eV
gap between HOMO and LUMO = 5.3389 eV

Structure (XYZ):
```
74
C28H27BN5O12S wB97M-V/def2-TZVPD
N -2.265 1.704 3.674
C -3.117 1.080 3.093
O -3.929 0.108 2.458
S -4.830 -0.771 3.613
C -6.184 -1.556 2.626
C -7.503 -1.919 3.465
O -8.454 -1.086 3.502
C -3.636 -2.033 4.270
B -2.639 -2.450 3.024
O -3.259 -3.024 1.835
O -1.202 -2.226 3.066
H -6.436 -0.833 1.770
H -5.838 -2.537 2.119
H -7.615 -2.944 3.990
H -4.161 -2.940 4.750
H -2.939 -1.613 5.094
H -3.627 -3.898 2.138
H -0.792 -3.043 3.435
C -8.335 -6.956 7.809
C -7.464 -7.816 7.145
C -6.826 -7.399 5.982
C -7.063 -6.114 5.495
C -7.941 -5.251 6.152
C -8.577 -5.678 7.312
N -6.373 -5.663 4.285
O -5.628 -6.451 3.728
O -6.578 -4.511 3.897
H -8.828 -7.283 8.719
H -7.282 -8.811 7.536
H -6.150 -8.079 5.475
H -8.136 -4.252 5.778
H -9.259 -5.014 7.832
C 0.547 1.960 1.587
C 1.510 2.828 1.081
C 2.824 2.396 0.927
C 3.159 1.089 1.278
C 2.200 0.219 1.792
C 0.891 0.660 1.946
N 4.535 0.622 1.094
O 5.352 1.420 0.658
O 4.786 -0.539 1.381
H -0.479 2.299 1.701
H 1.237 3.840 0.804
H 3.565 3.081 0.531
H 2.455 -0.798 2.073
H 0.135 -0.011 2.343
C 9.332 3.027 -2.774
C 8.514 2.556 -1.751
C 7.131 2.650 -1.866
C 6.577 3.213 -3.015
C 7.391 3.693 -4.039
C 8.773 3.598 -3.914
N 5.121 3.291 -3.151
O 4.437 2.877 -2.224
O 4.671 3.762 -4.186
H 10.411 2.947 -2.684
H 8.955 2.113 -0.864
H 6.505 2.279 -1.061
H 6.968 4.138 -4.934
H 9.416 3.966 -4.707
C 1.671 5.008 -8.839
C 2.142 4.504 -7.629
C 3.322 3.769 -7.593
C 4.026 3.548 -8.775
C 3.557 4.043 -9.990
C 2.374 4.775 -10.018
N 5.283 2.795 -8.738
O 5.655 2.360 -7.656
O 5.891 2.649 -9.788
H 0.752 5.586 -8.863
H 1.589 4.687 -6.714
H 3.677 3.382 -6.644
H 4.097 3.871 -10.915
H 2.001 5.167 -10.958
```

---

The following is a quantum chemistry calculation of a molecular structure, C28H27BrCuN2OTe in a non-equilibrium geometry, from OMol25.

Properties
F_max = 0.057 hartree/bohr
2S+1 = 2
calculated total energy = -156473.7264 eV
energy above the lowest of the compared OMol25 structures with the same formula, charge and spin = 0.0 kcal/mol
LUMO level (alpha / beta) = -0.8 / -1.1 eV
HOMO energy (alpha / beta) = -7.112 / -7.110 eV
gap between HOMO and LUMO (alpha / beta) = 6.3259 / 6.0152 eV
expectation value of S² = 0.761

Structure (XYZ):
```
61
C28H27BrCuN2OTe wB97M-V/def2-TZVPD
Cu -0.719 3.014 -2.063
C 0.718 -6.554 2.300
C 0.493 -5.117 1.905
C 0.011 -4.741 0.632
C -0.432 -3.444 0.326
C -1.218 -3.145 -0.940
C -0.158 -2.392 1.250
Te -0.524 -0.332 0.542
N -1.165 1.902 -0.439
C -1.238 3.007 0.147
O -0.888 4.120 -0.535
C -1.664 3.211 1.569
C -2.395 2.237 2.270
C -2.618 2.406 3.649
C -2.109 3.500 4.345
C -1.508 4.494 3.583
C -1.189 4.301 2.239
C 1.513 0.301 0.375
C 2.204 0.989 1.399
C 3.527 1.346 1.199
C 4.124 1.212 -0.062
C 3.416 0.662 -1.118
C 2.102 0.245 -0.922
C 1.261 -0.296 -2.078
C 0.476 -2.673 2.453
C 0.872 -1.635 3.484
C 0.693 -4.045 2.835
H 0.044 -6.730 3.124
H 1.753 -6.740 2.573
H 0.454 -7.212 1.514
H 0.034 -5.457 -0.203
H -1.508 -4.124 -1.412
H -0.668 -2.693 -1.745
H -2.104 -2.492 -0.816
H -2.749 1.290 1.796
H -3.116 1.621 4.249
H -2.134 3.602 5.451
H -1.304 5.462 4.032
H -0.701 4.995 1.638
H 1.656 1.268 2.311
H 4.070 1.849 2.025
H 5.172 1.304 -0.201
H 3.797 0.558 -2.142
H 1.937 -0.294 -2.984
H 0.359 0.370 -2.162
H 1.023 -1.330 -1.892
H 0.029 -1.085 3.851
H 1.533 -0.834 3.061
H 1.350 -2.107 4.321
H 1.017 -4.234 3.893
Br -4.066 0.900 -6.211
C -2.340 1.495 -5.484
C -1.359 1.558 -6.429
C -0.127 2.049 -5.986
C 0.086 2.467 -4.681
N -0.963 2.437 -3.814
C -2.176 1.939 -4.198
H -1.475 1.123 -7.443
H 0.740 1.965 -6.622
H 1.141 2.676 -4.309
H -2.991 1.828 -3.451
```

---

The following is a quantum chemistry calculation of a molecular structure, C28H27BrN5O2S2SiW in a non-equilibrium geometry, from OMol25.

Properties
F_max = 0.022 hartree/bohr
net charge = +1
2S+1 = 3
calculated total energy = -142434.0177 eV
energy above the lowest of the compared OMol25 structures with the same formula, charge and spin = 0.0 kcal/mol
LUMO level (alpha / beta) = -3.8 / -4.3 eV
HOMO energy (alpha / beta) = -10.300 / -11.475 eV
gap between HOMO and LUMO (alpha / beta) = 6.5216 / 7.1399 eV
expectation value of S² = 2.029

Structure (XYZ):
```
67
C28H27BrN5O2S2SiW wB97M-V/def2-TZVPD
W 0.211 1.483 1.185
N 3.410 3.009 3.510
C 2.382 2.264 3.091
S 0.810 3.035 2.948
N 2.618 0.988 2.844
N 1.459 0.373 2.457
C 1.197 -0.862 2.732
C 2.145 -1.827 3.315
C 2.402 -3.009 2.621
C 3.306 -3.929 3.127
C 3.943 -3.676 4.334
C 3.682 -2.504 5.029
C 2.792 -1.573 4.520
C -0.228 -1.185 2.524
C -0.775 -2.423 2.815
C -2.151 -2.576 2.748
C -2.936 -1.488 2.406
C -2.326 -0.283 2.111
N -0.996 -0.125 2.160
H 3.288 3.987 3.703
H 4.311 2.583 3.643
H 1.910 -3.200 1.674
H 3.512 -4.839 2.581
H 4.648 -4.394 4.733
H 4.178 -2.311 5.970
H 2.598 -0.653 5.055
H -0.138 -3.240 3.119
H -2.600 -3.531 2.981
H -4.014 -1.553 2.370
H -2.898 0.588 1.827
C -3.467 2.943 -2.869
Si -3.790 1.117 -2.640
C -4.192 0.331 -4.288
C -5.148 0.810 -1.391
C -2.224 0.256 -1.981
C -1.767 -0.942 -2.522
C -0.629 -1.590 -2.040
C 0.079 -1.001 -1.020
N -0.324 0.166 -0.500
C -1.452 0.759 -0.933
S -1.799 2.199 0.034
H -4.233 3.351 -3.532
H -2.496 3.131 -3.333
H -3.502 3.503 -1.936
H -4.993 0.896 -4.768
H -4.537 -0.700 -4.196
H -3.334 0.347 -4.963
H -6.096 1.239 -1.723
H -4.902 1.264 -0.428
H -5.303 -0.260 -1.237
H -2.306 -1.393 -3.346
H -0.292 -2.523 -2.467
H 0.997 -1.414 -0.620
Br 3.452 0.248 -0.419
C 2.725 0.725 -2.103
C 3.095 -0.100 -3.159
C 2.652 0.162 -4.443
C 1.844 1.263 -4.684
C 1.490 2.086 -3.633
C 1.909 1.832 -2.323
C 1.380 2.812 -1.320
O 1.001 3.905 -1.627
O 1.351 2.435 -0.024
H 3.747 -0.941 -2.966
H 2.951 -0.490 -5.253
H 1.501 1.486 -5.685
H 0.874 2.959 -3.798
```